(1)
The following is a quantum chemistry calculation of a structure of composition C25H60GeN2O6Si4W at a distorted geometry, from OMol25.

Element x y z (Å)
H  -1.178  2.765  -2.048
H  4.571  -2.029  -4.359
C  -4.350  -0.783  0.584
C  3.475  -2.031  -4.331
H  4.628  -2.077  -0.713
H  4.604  0.357  -1.735
H  -1.636  1.610  3.599
C  -3.196  -3.005  0.764
H  0.773  -5.199  -0.532
C  -0.436  3.818  1.222
H  0.116  -2.428  3.602
H  1.491  -4.407  -4.316
H  2.417  -4.535  -2.806
O  -0.995  1.515  0.850
C  -1.444  -3.911  -3.438
O  1.318  0.549  1.714
C  0.770  2.137  -1.546
C  3.031  -1.657  1.874
H  3.230  1.101  -2.550
H  -0.557  -4.215  0.049
H  -2.248  -3.513  0.606
Si  3.113  -1.434  -2.600
H  -0.494  -2.799  -5.519
C  2.497  1.555  -0.025
O  0.692  -1.741  1.027
C  0.275  -2.030  -5.603
H  0.939  -0.830  3.545
H  -3.344  2.055  1.853
H  -4.312  0.217  0.146
C  1.065  -1.906  3.427
H  3.236  -1.508  0.815
Ge  -1.606  -0.634  2.331
H  2.853  2.522  -0.363
H  4.783  -3.154  -2.096
H  3.138  -3.039  -4.563
H  -3.932  -2.403  -1.726
C  -0.583  1.855  -2.106
C  1.713  -3.747  1.894
H  -3.027  3.747  2.248
H  -5.280  -1.260  0.271
O  -1.928  -0.938  0.561
H  1.153  -5.713  -3.179
C  -2.742  2.929  1.584
H  1.757  -2.241  4.201
H  3.125  -1.359  -5.116
N  -1.232  0.726  -1.436
H  -1.937  1.090  -0.808
H  1.242  -2.525  -5.676
H  -3.381  -2.943  1.841
H  2.334  -4.155  2.693
H  3.430  -3.344  -0.981
C  1.638  -2.248  2.064
H  0.732  -4.216  1.954
H  0.105  -1.479  -6.534
H  -1.927  0.806  -4.177
H  -1.135  -4.340  -4.394
H  2.167  -4.007  0.939
H  -2.387  -0.887  -3.927
C  -3.179  -1.630  0.120
O  1.383  3.125  -1.892
H  -2.011  -3.009  -3.663
H  -2.997  3.222  0.562
H  3.277  0.811  -0.182
H  0.462  1.421  -5.458
C  1.120  0.759  -4.885
H  -3.989  -3.616  0.333
C  -1.257  2.640  1.717
H  0.095  1.877  3.236
H  -2.192  -2.088  -1.730
C  -1.694  -0.225  -4.455
H  -1.934  -0.315  -5.518
H  -0.870  -5.543  -1.073
H  -0.640  4.686  1.850
H  1.917  0.435  -5.560
C  2.193  1.564  1.423
H  3.766  -2.366  2.258
N  1.263  1.163  -0.697
H  4.497  0.336  -3.492
C  1.430  -4.655  -3.254
H  -0.930  3.202  3.781
C  -3.156  -1.718  -1.384
H  -4.384  -0.683  1.671
H  -1.678  0.124  -2.115
W  -0.011  -0.109  0.402
H  -3.356  -0.749  -1.841
Si  0.794  -1.488  -2.123
H  3.166  -0.716  2.396
C  4.061  -2.606  -1.483
C  -0.905  2.305  3.162
C  -0.171  -4.738  -0.821
H  -0.444  1.649  -3.163
H  -2.124  -4.624  -2.963
Si  0.119  -0.716  -4.289
H  0.633  3.619  1.273
Si  0.081  -3.726  -2.360
H  1.597  1.359  -4.108
H  -0.693  4.076  0.193
C  3.912  0.252  -2.572
O  2.615  2.283  2.275

Lowest unoccupied orbital energy (spin up / spin down) ... -3.870 / -5.233 eV
Charge ... +1
Energy ... -132013.3938 eV
Spin multiplicity ... 2
Frontier orbital gap (spin up / spin down) ... 6.644 / 5.528 eV
Relative energy (zero: lowest compared OMol25 entry of this formula, charge and spin) ... 3.771 eV

=====

(2)
The following is a quantum chemistry calculation of the molecule C6H11N at a distorted geometry, from OMol25.

Element x y z (Å)
C  2.898  0.723  1.059
H  -0.144  1.159  -2.122
N  -1.366  -0.465  0.487
H  -1.843  0.210  -2.012
C  0.968  -0.343  -0.114
H  -3.299  -1.036  1.198
H  1.428  1.698  -0.208
C  -0.421  -0.318  -0.580
H  3.764  1.112  0.531
H  2.829  1.209  2.043
H  -3.333  0.131  -0.122
C  1.677  0.729  0.240
C  -0.801  0.349  -1.707
H  -2.751  -1.602  -0.459
H  -1.193  0.210  1.215
H  3.218  -0.263  1.383
C  -2.790  -0.771  0.260
H  1.283  -1.320  0.216

Lowest unoccupied orbital energy ... 0.973 eV
Energy ... -7887.7425 eV
Spin multiplicity ... 1
Frontier orbital gap ... 8.675 eV
Relative energy (zero: lowest compared OMol25 entry of this formula, charge and spin) ... 2.789 eV

=====

(3)
The following is a quantum chemistry calculation of the molecule C5H6F2 at a distorted geometry, from OMol25.

Element x y z (Å)
F  2.078  1.806  -0.827
H  1.271  0.695  -2.431
C  0.250  0.738  0.956
C  -0.581  -0.826  -0.928
H  0.986  0.186  1.431
H  -1.749  -1.583  0.833
C  1.213  0.943  -1.330
H  -0.285  -1.254  -1.843
H  0.106  1.765  1.110
C  0.315  0.211  -0.527
H  -0.611  0.137  1.314
F  -1.939  -2.696  -0.851
C  -1.471  -1.634  -0.255

Lowest unoccupied orbital energy ... 0.768 eV
Energy ... -10714.6617 eV
Spin multiplicity ... 1
Frontier orbital gap ... 9.090 eV
Relative energy (zero: lowest compared OMol25 entry of this formula, charge and spin) ... 1.230 eV

=====

(4)
The following is a quantum chemistry calculation of a structure of composition C47H67HfN3O2 at a distorted geometry, from OMol25.

Element x y z (Å)
H  -3.956  0.234  2.262
C  -2.043  -0.553  0.592
H  0.324  3.620  1.585
C  -1.722  0.080  4.766
H  2.058  2.901  -1.520
C  3.771  0.601  -0.499
C  -0.330  3.552  -6.132
C  1.526  0.235  -4.012
H  1.512  -0.976  6.755
C  -0.455  1.379  -4.911
H  -0.140  -6.356  0.662
C  -0.447  -3.638  0.330
C  7.237  1.011  0.662
H  -2.245  -3.570  2.216
C  -3.827  2.046  5.737
C  -4.446  -0.370  6.020
C  0.575  -0.641  6.316
H  -3.343  -4.821  1.614
C  0.881  0.998  -4.975
C  -5.400  0.963  4.151
C  5.086  1.021  -0.440
C  0.714  -0.642  4.789
H  3.910  1.421  -3.263
C  -3.016  0.147  2.784
H  -2.937  3.053  -6.662
H  -1.246  -5.570  -1.463
H  -4.682  2.354  6.336
H  -0.733  4.133  -6.960
H  4.926  0.649  -4.478
C  0.400  -2.780  0.179
H  -1.738  -6.620  1.372
H  5.997  -0.650  2.358
C  5.897  0.577  0.605
C  -1.489  -4.661  0.497
C  -1.055  2.202  -6.040
H  -0.660  3.537  -0.551
C  3.911  0.972  -4.252
C  -4.145  0.737  4.999
H  -2.973  1.929  6.398
C  2.998  -0.809  -5.742
H  -6.221  1.280  4.790
C  -2.548  2.471  -5.829
H  -5.303  -0.095  6.631
H  1.216  -2.137  3.284
H  -2.246  1.109  -3.747
H  2.856  2.902  0.061
H  2.252  -1.591  -5.853
O  1.328  -0.684  -1.788
H  2.729  -2.146  -3.338
H  -0.556  -5.607  2.206
H  2.774  0.009  4.888
H  -0.208  -1.322  6.641
H  -3.097  -0.413  0.300
H  1.447  1.301  -5.841
C  1.844  0.326  4.418
Hf  1.020  -0.663  0.103
N  0.872  2.212  0.080
C  -0.573  -0.250  4.073
C  -2.018  -5.062  -0.887
C  2.953  -0.226  -4.318
C  4.046  -0.701  1.467
C  -0.942  -5.889  1.230
H  -2.473  -0.276  -1.953
H  -1.670  0.139  5.840
H  0.364  0.357  6.697
N  8.325  1.376  0.677
H  2.821  -0.056  -6.504
H  2.011  -2.373  4.850
H  -1.160  -1.458  -1.646
H  -5.700  0.047  3.647
C  -0.628  -0.302  2.658
H  1.606  1.331  4.766
C  5.370  -0.302  1.551
H  -4.668  -1.302  5.504
H  -1.791  -1.617  0.506
H  1.645  4.143  -0.324
C  -0.577  0.212  -2.806
H  0.737  3.420  -6.294
H  -1.823  1.825  0.731
C  -2.948  0.330  4.154
C  -0.349  2.488  -0.686
H  -2.367  1.819  -0.961
H  -0.002  1.920  1.989
H  0.298  -2.762  4.660
H  -0.465  4.120  -5.213
H  -3.102  1.536  -5.785
H  1.653  2.520  1.998
C  -2.633  -4.050  1.320
H  -1.359  0.455  -7.282
C  3.451  -1.334  -3.382
H  -5.234  1.739  3.407
O  0.461  -0.454  1.924
H  0.147  1.302  -7.624
H  -2.875  -5.726  -0.786
C  0.692  2.588  1.487
H  3.668  -1.382  2.223
H  3.164  0.947  -1.326
C  -0.899  1.438  -7.363
C  -1.405  -0.384  -1.697
H  -1.384  1.984  -8.170
C  0.803  -0.093  -2.840
H  -0.126  2.342  -1.745
H  3.980  -1.237  -5.929
H  3.614  -0.972  -2.373
H  3.623  1.736  -4.971
C  -1.889  -0.177  2.043
N  -1.172  0.176  -0.349
H  -2.328  -4.177  -1.442
H  -3.169  -3.307  0.732
C  -1.519  1.596  -0.294
H  -3.601  2.838  5.025
H  4.394  -1.732  -3.753
C  1.086  -2.071  4.363
H  -2.719  3.033  -4.914
C  -1.184  0.928  -3.823
C  3.186  -0.257  0.450
C  1.917  3.086  -0.457
H  5.489  1.697  -1.183
H  1.987  0.347  3.341
H  -3.597  -0.537  6.678

Lowest unoccupied orbital energy ... 0.322 eV
Energy ... -59701.1935 eV
Spin multiplicity ... 1
Frontier orbital gap ... 8.497 eV
Relative energy (zero: lowest compared OMol25 entry of this formula, charge and spin) ... 0.476 eV

=====

(5)
The following is a quantum chemistry calculation of the molecule C19H15ClF3N3O4S2 at a distorted geometry, from OMol25.

Element x y z (Å)
C  -5.669  2.859  1.872
C  -1.184  4.732  2.305
C  4.322  -2.128  -0.501
C  1.980  -0.022  -1.115
F  4.303  -6.807  0.972
C  4.262  -4.873  -0.404
C  3.350  -4.063  0.274
H  6.050  -4.829  -1.624
C  -4.006  1.767  -0.324
H  -5.203  -0.591  -1.272
C  0.842  0.602  -0.467
N  3.331  -2.732  0.220
H  -5.111  2.071  2.355
S  4.040  0.961  2.092
H  -0.836  3.789  2.766
H  2.553  -4.530  0.804
O  -5.304  1.436  -0.671
H  -6.650  0.316  -1.846
H  -0.397  5.083  1.653
S  1.225  1.077  1.182
C  -2.885  1.082  -0.817
H  -0.512  0.276  -2.054
F  4.921  -7.058  -1.126
N  3.117  0.017  -0.310
H  -0.413  3.036  0.428
H  -6.066  3.519  2.682
C  4.103  -6.364  -0.319
C  -1.575  1.493  -0.529
Cl  6.508  -2.024  -2.137
C  5.320  -2.863  -1.159
N  4.337  -0.708  -0.593
H  -5.016  0.603  -2.539
O  -2.379  4.530  1.522
C  -1.392  2.640  0.260
F  2.855  -6.696  -0.731
C  2.885  0.602  0.926
H  4.991  -0.359  -1.284
C  -2.494  3.336  0.823
H  -1.279  5.441  3.152
C  -5.550  0.387  -1.617
C  -0.393  0.766  -1.076
O  -4.841  3.609  1.008
C  -3.793  2.894  0.512
H  -6.530  2.480  1.310
O  1.904  -0.644  -2.163
C  5.300  -4.260  -1.108
H  -3.021  0.144  -1.330

Lowest unoccupied orbital energy ... -0.949 eV
Energy ... -74949.8345 eV
Spin multiplicity ... 1
Frontier orbital gap ... 7.363 eV

=====

(6)
The following is a quantum chemistry calculation of a structure of composition C8H27FMnN9O5 at a distorted geometry, from OMol25.

Element x y z (Å)
C  10.446  9.076  6.868
N  7.345  9.056  12.295
H  12.287  6.737  14.333
H  8.804  8.210  6.352
N  9.419  4.634  7.566
H  5.779  7.307  13.637
C  8.915  5.354  8.598
N  9.716  8.422  5.919
H  7.671  5.574  10.035
H  7.503  9.643  11.452
C  11.579  7.099  11.847
H  10.506  9.661  10.011
H  5.430  7.921  5.777
H  7.566  3.991  9.198
H  12.483  6.607  12.200
N  6.559  7.002  13.074
C  7.106  7.753  12.034
H  6.545  5.991  12.929
H  12.767  8.341  13.814
O  9.309  6.507  8.684
O  11.006  7.625  12.936
O  10.012  9.095  8.003
H  7.234  9.363  13.242
H  4.557  9.620  8.691
N  5.562  9.454  8.619
H  11.813  9.785  5.563
H  13.786  8.548  11.047
F  7.720  10.266  9.941
H  12.958  9.789  10.051
C  6.029  8.616  7.663
H  6.239  10.091  9.086
H  12.718  9.817  11.835
O  7.219  8.305  7.656
H  11.262  8.054  14.859
H  4.350  8.911  6.691
Mn  8.475  8.482  9.465
N  7.992  4.852  9.400
H  11.832  10.494  6.976
H  9.694  3.669  7.662
H  11.785  7.826  9.784
C  12.901  9.162  10.961
N  11.614  9.621  6.522
H  9.884  8.365  4.913
C  11.889  7.713  14.039
O  7.466  7.292  10.917
C  11.666  8.228  10.757
H  10.014  5.245  7.004
H  10.891  6.338  11.434
H  10.499  9.578  11.672
N  10.380  9.057  10.806
N  5.117  8.227  6.714

Lowest unoccupied orbital energy (spin up / spin down) ... -1.843 / -1.842 eV
Charge ... +1
Energy ... -66422.0877 eV
Spin multiplicity ... 6
Frontier orbital gap (spin up / spin down) ... 9.335 / 9.791 eV

=====

(7)
The following is a quantum chemistry calculation of a cluster of 9 separate species, C22H64ClO15P2S in total at a distorted geometry, from OMol25.

Element x y z (Å)
O  10.196  -3.949  -3.017
C  0.647  1.636  4.219
C  11.133  -4.994  -2.770
C  7.089  -3.862  -2.686
O  6.118  -2.837  -2.922
H  0.005  -2.877  -3.977
H  -3.175  -1.760  -3.731
H  -6.847  3.884  4.246
H  -1.354  -5.798  -0.656
O  -4.814  4.053  3.824
O  -0.650  5.001  5.682
C  -6.486  -4.608  -3.026
C  0.671  2.408  1.828
H  10.678  -5.680  -2.060
C  -1.879  -5.740  -1.607
H  1.147  3.659  3.532
H  -1.177  0.875  4.969
H  3.994  -8.082  -2.004
H  -3.124  0.157  -1.552
C  -1.079  4.115  4.949
O  6.012  -7.628  -2.168
H  -2.448  1.861  -0.144
H  -2.225  3.651  3.163
H  -1.853  7.408  7.998
H  6.241  -8.316  -1.540
O  3.906  -2.754  -1.320
O  -1.152  2.845  5.423
H  -3.497  5.753  0.004
H  -2.151  5.359  3.580
H  4.389  -6.448  -2.582
H  -1.290  -0.960  -0.446
H  -3.604  2.053  -2.340
H  12.056  -4.598  -2.339
H  0.783  0.627  3.830
H  -6.065  5.377  4.831
H  -7.446  -4.136  -2.798
H  -5.224  4.605  1.052
H  -3.972  3.502  1.645
H  -3.620  0.219  -4.601
H  7.319  -4.381  -3.617
S  2.471  -2.045  -1.329
O  -3.250  5.174  0.728
C  -1.592  4.432  3.569
H  1.605  -3.890  -2.503
P  -1.895  0.638  -2.190
C  0.383  -2.216  -3.199
O  1.843  -2.422  -0.100
C  -2.579  6.732  7.539
H  0.557  -1.249  -3.662
C  -0.880  -0.782  -1.442
H  -5.691  -3.048  -3.869
C  -0.720  -2.140  -2.115
C  1.251  2.620  3.218
H  10.596  -3.342  -3.644
H  2.015  3.765  0.913
H  1.077  3.929  -1.244
C  1.699  -2.829  -2.720
H  -1.102  3.556  -1.847
O  2.692  -0.651  -1.569
H  4.597  -6.844  -0.864
C  -1.498  1.721  -0.668
O  -1.553  -0.688  -5.167
H  11.365  -5.537  -3.690
H  -6.582  -5.197  -3.943
H  -3.078  -4.480  -2.465
H  0.425  4.466  1.110
H  -0.406  2.239  1.859
H  6.492  -2.214  -3.548
H  -1.313  3.776  -0.138
H  -4.575  3.609  4.642
O  -3.649  7.477  6.946
C  0.944  3.542  0.849
H  1.121  2.229  -0.885
H  -1.630  -2.640  -2.414
C  -0.874  3.109  -0.886
H  -0.342  -2.803  -1.331
H  -4.306  3.585  -0.095
C  4.668  -7.231  -1.883
H  -3.007  6.094  8.309
H  -6.368  5.149  3.098
H  2.319  2.408  3.181
O  -2.817  1.960  -2.880
H  -0.757  4.558  2.886
H  2.423  -2.743  -3.531
P  -2.540  -0.521  -4.046
H  -6.218  -5.271  -2.207
Cl  -0.140  1.381  -3.327
H  -0.863  1.184  0.030
H  -2.080  6.116  6.794
H  7.998  -3.437  -2.268
H  1.167  1.688  5.177
H  -1.431  1.891  3.594
H  -1.146  -5.773  -2.420
C  -6.094  4.644  4.020
C  0.641  3.163  -0.597
H  -2.549  -6.603  -1.696
C  -4.248  4.162  0.834
H  0.116  -0.384  -1.259
H  4.462  -2.254  -1.945
H  -3.265  8.035  6.266
H  1.094  1.495  1.406
H  6.663  -4.568  -1.977
O  -2.606  -4.523  -1.626
C  -0.835  1.793  4.497
O  -5.457  -3.636  -3.146

Lowest unoccupied orbital energy ... 1.767 eV
Charge ... -1
Energy ... -96497.3523 eV
Spin multiplicity ... 1
Frontier orbital gap ... 6.104 eV

=====

(8)
The following is a quantum chemistry calculation of a cluster of 6 separate species, H12O6 in total at a distorted geometry, from OMol25.

Element x y z (Å)
O  -1.134  -1.159  0.494
O  -2.886  1.440  0.619
H  0.076  1.653  0.591
H  -0.535  -1.948  0.555
H  2.222  -1.639  -0.174
H  1.498  0.223  -0.718
O  -0.268  1.853  1.439
H  -1.301  -0.807  1.372
O  0.309  -1.247  -2.841
H  -3.176  1.943  1.376
H  0.440  -0.555  -2.162
H  -0.017  -0.009  -0.422
H  1.142  -1.609  -2.962
O  2.696  -0.828  0.007
H  -1.938  1.492  0.809
H  -0.129  1.126  2.032
H  2.390  -0.513  0.878
O  0.612  0.585  -0.892

Lowest unoccupied orbital energy ... -0.484 eV
Energy ... -12479.5540 eV
Spin multiplicity ... 1
Frontier orbital gap ... 10.491 eV
Relative energy (zero: lowest compared OMol25 entry of this formula, charge and spin) ... 1.560 eV

=====

Look up the energy of the fifth one.
-74949.8345 eV